78
Properties=species:S:1:pos:R:3:forces:R:3 method="wB97M-V/def2-TZVPD" gap_ev=8.89 relative_energy_kj_mol=0.0 total_charge=+1
H -2.78872 3.14732 -2.30054 -0.109 0.060 -0.106
H 0.26119 2.65274 5.12048 -0.021 -0.004 0.033
H -2.66560 -0.84897 -3.79106 0.102 -0.066 0.101
H -5.47969 -1.69204 -1.47887 0.087 0.009 0.064
H 3.34157 3.90638 3.60398 0.010 -0.030 -0.041
S -0.65139 0.45478 2.40012 -0.273 0.151 0.108
H -1.61562 1.27378 -3.09207 0.013 -0.069 0.016
C 3.01357 1.97458 1.39800 0.294 -0.007 0.007
C 3.64510 0.85206 0.92244 0.010 0.249 -0.206
H -2.91209 1.48160 -4.22970 0.025 0.086 0.030
C -3.55888 1.84339 -0.80574 0.064 0.021 0.033
H 1.08414 3.58410 2.33590 0.025 0.033 0.035
H 0.07908 2.33872 1.19255 -0.103 -0.054 0.035
H 2.52212 2.77084 0.86374 0.037 0.014 0.047
C 3.40851 -3.09746 -1.47276 -0.109 0.127 -0.032
C 0.36790 1.03182 3.75761 0.043 -0.082 0.318
H -3.81200 0.78561 -0.69302 -0.093 0.001 -0.063
C 2.41515 -1.55412 -2.97708 -0.049 0.046 -0.020
C 2.68929 3.03263 3.66082 0.051 0.198 0.080
H -0.66052 1.41484 -1.09483 -0.108 -0.184 -0.083
H 2.74178 -3.87026 -1.87417 0.060 -0.073 0.038
C 1.24644 3.45445 3.40618 0.069 0.084 0.064
C -4.63961 -0.49114 -3.06650 -0.097 -0.129 0.010
C -1.16438 1.17905 -0.15575 0.117 0.227 0.031
C -3.13239 -0.25135 -3.00317 0.045 -0.030 0.023
C 2.83798 -2.53980 -0.17819 0.075 -0.034 -0.078
C 4.20261 0.18525 2.03200 0.438 -0.062 0.068
H 3.21728 0.16792 -4.01022 0.091 -0.055 -0.013
H 3.72554 0.56776 -0.11423 0.012 0.017 -0.016
H 1.71052 -2.36940 -3.18769 0.035 -0.038 -0.034
H -7.04257 -2.76257 -2.78566 -0.019 0.052 -0.029
H -2.63984 2.09695 1.11558 0.024 -0.006 0.008
C 2.75134 -0.79000 -4.24101 -0.090 0.039 0.043
C -2.33467 2.13522 0.06290 -0.031 -0.044 0.091
H -4.17936 -2.46825 -2.34012 0.003 0.008 -0.040
H -6.31716 -2.12839 -4.25631 -0.020 0.013 -0.014
H -4.40434 2.39978 -0.39716 0.027 0.028 0.013
H 1.76820 -2.32406 -0.29149 -0.042 -0.004 0.021
H -2.73919 -0.63993 -2.05658 -0.040 0.015 0.022
H 0.87427 0.87010 0.63175 -0.056 -0.048 0.162
C 0.20643 2.53239 4.03844 -0.123 -0.080 -0.163
H -0.32358 -1.85466 2.85824 0.011 0.021 0.083
C -0.08637 1.29602 0.92450 -0.068 0.134 -0.482
H 1.86985 -2.27316 3.70702 -0.191 -0.002 -0.043
O 3.03783 -3.50468 0.84216 -0.065 -0.048 -0.070
H 1.93176 -0.88270 -2.25179 -0.057 -0.028 0.006
H -5.73730 -3.63100 -3.56133 -0.002 0.020 -0.005
H -5.16321 0.31237 -2.54631 -0.088 0.025 -0.067
H 4.79841 -0.71360 2.01432 0.053 0.062 -0.053
C -5.07067 -1.84980 -2.47841 0.063 -0.051 -0.033
H -1.53378 0.15173 -0.22006 0.084 -0.059 -0.102
C 0.06365 -1.17927 2.09023 0.177 -0.284 -0.039
H 4.15721 0.76612 4.18589 0.001 0.006 0.031
H -4.95440 -0.45127 -4.11131 -0.001 0.155 -0.020
H -0.79702 2.85483 3.74526 -0.017 0.041 0.109
H -4.35147 2.50285 -2.70669 -0.067 -0.104 0.078
C -2.70203 1.20315 -3.19284 -0.079 -0.070 -0.159
H 2.77826 2.63037 4.67232 0.056 0.063 0.016
O 3.60766 -2.08389 -2.43166 0.118 0.034 -0.017
H -0.35821 -1.46865 1.12058 -0.008 -0.047 0.021
H -1.98786 3.15458 -0.12912 -0.018 0.057 0.082
C -3.38664 2.22971 -2.27893 0.205 0.066 0.014
C 3.89672 0.91288 3.15108 -0.001 0.074 -0.187
H 1.09622 -3.63748 1.50866 -0.068 0.057 0.052
O 1.43531 -1.05551 2.07747 -0.140 -0.049 -0.164
H 1.11065 4.44479 3.84507 -0.034 -0.014 -0.026
H 1.84653 -0.59282 -4.81773 -0.006 0.012 0.027
H 3.43141 -1.37409 -4.85849 -0.001 -0.009 -0.008
H 3.20697 -1.78846 2.66323 -0.246 -0.112 0.083
H 1.39531 0.72219 3.56954 -0.071 0.027 -0.068
H 3.34918 -1.59974 0.05997 -0.087 -0.116 0.030
H 2.35666 -4.24939 2.58048 0.046 -0.020 -0.058
C 2.10809 -3.44065 1.89186 0.036 0.011 0.005
C 2.17431 -2.13441 2.66321 0.182 -0.260 0.196
C -6.09935 -2.63252 -3.31521 0.009 -0.040 0.048
N 3.16842 2.00276 2.75655 -0.154 0.053 0.130
H 4.38182 -3.54048 -1.27138 0.022 -0.021 0.014
H -0.02234 0.44758 4.59505 0.033 0.031 0.012